{"formula": "C2H3BO3", "method": "ωB97M-V/def2-TZVPD", "symbols": ["B", "C", "C", "O", "O", "O", "H", "H", "H"], "coordinates": [[1.4843, 0.4065, -1.2500], [-0.2981, -0.5372, 1.3157], [-0.8419, 0.2586, -0.2497], [-0.4555, -1.7429, 1.3092], [0.0713, 0.3143, 2.1034], [0.3295, 0.3942, -0.8590], [2.5543, 0.2267, -1.6541], [-1.4654, -0.4800, -0.6051], [-1.3784, 1.1598, -0.1104]], "forces_ev_per_angstrom": [[-1.1, -0.5, 0.4], [-1.0, 0.6, 0.5], [-1.4, -0.9, 4.1], [0.1, 0.2, -0.8], [0.4, 0.2, -0.4], [3.4, 0.7, -2.5], [0.2, 0.3, 0.0], [-0.8, -1.6, -1.6], [0.1, 1.1, 0.2]], "multiplicity": 1, "total_charge": 0, "lumo_energy_ev": -0.9264, "homo_energy_ev": -8.383, "e_tot_ha": -328.47802, "gap_ev": 7.4564}

***

{"formula": "C27H34N7S2V", "method": "ωB97M-V/def2-TZVPD", "symbols": ["V", "C", "N", "C", "C", "N", "C", "C", "C", "C", "C", "C", "C", "C", "C", "N", "C", "N", "C", "C", "N", "C", "C", "C", "N", "C", "C", "H", "H", "H", "H", "H", "H", "H", "H", "H", "H", "H", "H", "H", "H", "H", "H", "H", "H", "H", "H", "H", "H", "H", "H", "H", "H", "H", "H", "H", "H", "S", "C", "N", "C", "C", "C", "C", "C", "C", "S", "H", "H", "H", "H"], "coordinates": [[-1.0746, 0.3338, -0.9173], [1.2014, -3.2339, -3.4883], [1.0126, -1.8796, -2.9830], [0.1078, -1.0400, -3.7584], [1.4229, -1.5096, -1.7573], [0.7352, -0.6167, -1.0674], [1.3636, 0.3657, -0.2711], [2.5649, 0.9078, -0.6790], [3.1445, 2.0125, -0.0391], [2.4731, 2.6344, 0.9688], [1.2205, 2.1470, 1.4118], [0.5716, 2.8295, 2.4630], [-0.6150, 2.3778, 2.9704], [-1.1791, 1.2068, 2.4602], [-0.5702, 0.4822, 1.4518], [-1.2260, -0.6555, 0.9325], [-1.6276, -1.6311, 1.7142], [-1.0403, -1.9204, 2.9111], [-1.8327, -2.3145, 4.0685], [0.3439, -1.6032, 3.2082], [-2.6466, -2.4334, 1.3325], [-2.6704, -3.8567, 1.6288], [-3.6281, -1.9886, 0.3548], [0.6481, 0.9620, 0.8403], [2.5193, -2.1303, -1.2516], [3.6907, -2.4152, -2.0694], [2.7111, -2.2549, 0.1824], [0.2473, -3.6046, -3.8636], [1.5349, -3.8902, -2.6892], [1.9265, -3.2677, -4.3036], [0.3091, -1.2016, -4.8171], [0.2757, 0.0087, -3.5300], [-0.9394, -1.2789, -3.5608], [3.0527, 0.4869, -1.5501], [4.1011, 2.3859, -0.3812], [2.8805, 3.5115, 1.4552], [1.0374, 3.7234, 2.8581], [-1.1147, 2.9129, 3.7675], [-2.1184, 0.8361, 2.8518], [-2.8908, -2.2978, 3.8275], [-1.6548, -1.6068, 4.8821], [-1.5641, -3.3132, 4.4204], [0.9024, -1.4332, 2.2932], [0.7905, -2.4484, 3.7353], [0.4333, -0.7136, 3.8362], [-1.7529, -4.1580, 2.1256], [-2.7560, -4.4123, 0.6927], [-3.5230, -4.1188, 2.2587], [-3.7188, -0.9085, 0.3759], [-4.5910, -2.4348, 0.6052], [-3.3579, -2.2877, -0.6607], [3.5585, -2.0169, -3.0716], [3.8876, -3.4871, -2.1322], [4.5608, -1.9297, -1.6212], [1.7461, -2.2087, 0.6810], [3.3597, -1.4705, 0.5810], [3.1650, -3.2252, 0.3887], [-3.1409, 0.3359, -2.1077], [-2.5557, 1.9373, -1.9333], [-1.2452, 2.1320, -1.9035], [-0.9208, 3.4541, -1.6169], [0.3675, 3.9709, -1.5220], [0.5218, 5.3113, -1.2247], [-0.5877, 6.1362, -1.0298], [-1.8736, 5.6354, -1.1264], [-2.0304, 4.2860, -1.4196], [-3.5051, 3.3582, -1.5852], [1.2189, 3.3220, -1.6781], [1.5170, 5.7317, -1.1466], [-0.4415, 7.1848, -0.8040], [-2.7320, 6.2765, -0.9743]], "forces_ev_per_angstrom": [[0.0, -0.5, -0.2], [0.0, 0.0, 0.0], [0.0, 0.0, -0.1], [0.0, 0.0, 0.0], [0.0, -0.2, 0.0], [-0.3, 0.3, 0.2], [0.3, 0.1, 0.0], [0.0, -0.2, 0.0], [-0.1, 0.1, 0.1], [0.1, 0.0, 0.0], [0.0, 0.1, 0.1], [0.0, 0.0, 0.0], [0.0, 0.0, 0.0], [0.0, 0.0, 0.0], [-0.1, 0.0, 0.0], [0.1, 0.1, -0.2], [0.1, -0.1, -0.1], [-0.1, 0.0, 0.1], [0.0, 0.0, 0.0], [0.0, 0.0, 0.0], [-0.1, 0.1, -0.1], [0.0, 0.0, 0.0], [0.0, 0.0, 0.1], [0.1, 0.1, 0.1], [0.0, 0.0, 0.1], [0.0, 0.0, 0.0], [0.0, 0.0, -0.1], [0.0, 0.0, 0.0], [0.0, 0.0, 0.0], [0.0, 0.0, 0.0], [0.0, 0.0, 0.0], [0.0, 0.0, 0.0], [0.0, 0.0, 0.0], [0.0, 0.0, 0.0], [0.0, 0.0, 0.0], [0.0, 0.0, 0.0], [0.0, 0.0, 0.0], [0.0, 0.0, 0.0], [0.0, 0.0, 0.0], [0.0, 0.0, 0.0], [0.0, 0.0, 0.0], [0.0, 0.0, 0.0], [0.0, 0.0, 0.0], [0.0, 0.0, 0.0], [0.0, 0.0, 0.0], [0.0, 0.0, 0.0], [0.0, 0.0, 0.0], [0.0, 0.0, 0.0], [0.0, 0.0, 0.0], [0.0, 0.0, 0.0], [0.0, 0.0, 0.0], [0.0, 0.0, 0.0], [0.0, 0.0, 0.0], [0.0, 0.0, 0.0], [0.0, 0.0, -0.1], [0.0, 0.0, 0.0], [0.0, 0.0, 0.0], [-0.1, 0.1, 0.0], [-0.4, 0.1, 0.0], [0.3, -0.2, 0.0], [0.0, 0.4, 0.0], [-0.1, -0.1, 0.0], [0.0, 0.0, 0.0], [0.0, 0.0, 0.0], [-0.1, 0.0, 0.0], [0.1, -0.1, 0.0], [0.0, 0.0, 0.0], [0.0, 0.0, 0.0], [0.0, 0.0, 0.0], [0.0, 0.0, 0.0], [0.0, 0.0, 0.0]], "multiplicity": 2, "total_charge": 1, "lumo_energy_ev": [-2.2667, -2.3831], "homo_energy_ev": [-9.419, -8.902], "s2": 0.762, "e_tot_ha": -3172.77456, "gap_ev": [7.1523, 6.5188]}

***

{"formula": "C36H25IInN8O4S2", "method": "ωB97M-V/def2-TZVPD", "symbols": ["In", "C", "C", "N", "C", "C", "C", "C", "C", "C", "C", "N", "C", "C", "C", "C", "C", "C", "C", "C", "N", "C", "H", "H", "H", "H", "H", "H", "H", "H", "H", "H", "H", "H", "N", "C", "C", "C", "C", "C", "C", "S", "O", "O", "N", "C", "N", "C", "C", "C", "N", "H", "H", "H", "H", "H", "H", "H", "H", "H", "S", "C", "N", "I", "C", "C", "C", "C", "C", "C", "C", "O", "O", "H", "H", "H", "H"], "coordinates": [[-0.1420, 0.4779, -0.2311], [-1.3548, -1.3933, 3.6960], [-1.3432, -0.6079, 2.5335], [-0.2257, -0.2916, 1.9260], [0.9698, -0.7177, 2.3909], [1.0449, -1.5323, 3.5345], [-0.1660, -1.8576, 4.1812], [2.3052, -1.9937, 3.9910], [3.4164, -1.6336, 3.2944], [3.3566, -0.8104, 2.1486], [2.1594, -0.3033, 1.6630], [1.9266, 0.5446, 0.6208], [2.8196, 1.3925, 0.0283], [4.2044, 1.3243, -0.0070], [4.9928, 2.3366, -0.5919], [4.4440, 3.4388, -1.1708], [3.0327, 3.5476, -1.2102], [2.3737, 4.6444, -1.8057], [1.0112, 4.6918, -1.8340], [0.2932, 3.6201, -1.2782], [0.8805, 2.5997, -0.7079], [2.2312, 2.5366, -0.6461], [-2.2956, -1.6296, 4.1726], [-2.2603, -0.2532, 2.0788], [-0.1334, -2.4840, 5.0653], [2.3611, -2.6217, 4.8707], [4.3889, -1.9850, 3.6182], [4.2851, -0.6020, 1.6559], [4.7238, 0.4718, 0.3836], [6.0699, 2.2178, -0.5766], [5.0540, 4.2160, -1.6131], [2.9691, 5.4382, -2.2417], [0.4785, 5.5158, -2.2878], [-0.7880, 3.5846, -1.3247], [-5.8317, -6.4924, -0.5936], [-5.1625, -5.2672, -0.6308], [-4.7911, -4.7070, -1.8560], [-4.1573, -3.4833, -1.9013], [-3.8955, -2.7980, -0.7233], [-4.2793, -3.3294, 0.4939], [-4.9072, -4.5643, 0.5429], [-3.1155, -1.2147, -0.7771], [-3.3456, -0.6896, -2.0989], [-3.6481, -0.4778, 0.3498], [-1.5240, -1.3584, -0.4908], [-0.7168, -2.4323, -0.6786], [-1.1283, -3.6158, -1.1419], [-0.2040, -4.5608, -1.2401], [1.1217, -4.3774, -0.8928], [1.4481, -3.1112, -0.4261], [0.5525, -2.1531, -0.3076], [-5.6694, -7.0843, -1.3921], [-5.7434, -6.9949, 0.2748], [-4.9988, -5.2453, -2.7733], [-3.8508, -3.0510, -2.8427], [-4.0860, -2.7701, 1.3989], [-5.2127, -4.9827, 1.4949], [-0.5503, -5.5159, -1.6247], [1.8600, -5.1567, -1.0012], [2.4619, -2.8539, -0.1349], [1.6721, -1.7353, -4.0261], [1.0312, -0.6652, -2.9887], [0.5752, 0.1238, -2.2519], [-8.1200, 4.7621, -0.6497], [-6.2345, 3.9230, -0.2866], [-5.7166, 3.0040, -1.1860], [-4.4650, 2.4567, -0.9449], [-3.7518, 2.8231, 0.1900], [-4.2939, 3.7310, 1.0886], [-5.5383, 4.2961, 0.8525], [-2.4050, 2.2143, 0.4711], [-1.8937, 2.3021, 1.5814], [-1.8732, 1.6396, -0.5480], [-6.2814, 2.7114, -2.0602], [-4.0384, 1.7228, -1.6161], [-3.7286, 3.9818, 1.9758], [-5.9610, 5.0094, 1.5464]], "forces_ev_per_angstrom": [[0.4, -0.1, 0.1], [0.0, 0.0, 0.0], [-0.1, 0.0, 0.0], [-0.1, 0.0, 0.0], [0.0, 0.0, -0.1], [0.0, 0.0, 0.0], [0.0, 0.0, 0.0], [0.0, 0.0, 0.0], [0.0, 0.0, 0.0], [0.0, 0.0, 0.0], [0.0, 0.0, 0.0], [-0.1, 0.0, 0.0], [0.0, 0.0, 0.0], [0.0, 0.0, 0.0], [0.0, 0.0, 0.0], [0.0, 0.0, 0.0], [0.0, 0.0, 0.0], [0.0, 0.0, 0.0], [0.0, 0.0, 0.0], [-0.1, 0.0, 0.0], [0.0, 0.0, 0.1], [0.0, -0.1, 0.0], [0.0, 0.0, 0.0], [0.0, 0.0, 0.0], [0.0, 0.0, 0.0], [0.0, 0.0, 0.0], [0.0, 0.0, 0.0], [0.1, 0.0, 0.0], [0.0, 0.0, 0.0], [0.0, 0.0, 0.0], [0.0, 0.0, 0.0], [0.0, 0.0, 0.0], [0.0, 0.0, 0.0], [0.0, 0.0, 0.0], [-0.1, 0.0, 0.0], [0.0, 0.0, -0.1], [0.0, 0.0, 0.0], [0.0, 0.0, 0.1], [0.1, 0.0, 0.0], [0.0, -0.1, 0.0], [0.0, 0.1, 0.0], [0.2, 0.0, 0.0], [0.0, 0.0, 0.0], [-0.1, 0.0, -0.1], [-0.5, 0.0, -0.1], [-0.1, 0.1, 0.1], [-0.1, 0.0, -0.1], [0.1, 0.0, 0.0], [0.0, 0.0, 0.0], [0.1, 0.0, 0.0], [0.1, -0.1, 0.0], [0.0, 0.0, 0.0], [0.0, 0.0, 0.0], [0.0, 0.0, 0.0], [0.0, 0.0, 0.0], [0.0, 0.0, 0.0], [0.0, 0.0, 0.0], [0.0, 0.0, 0.0], [0.0, 0.0, 0.0], [0.0, 0.0, 0.0], [0.0, 0.0, 0.1], [0.1, 0.0, -0.1], [-0.1, 0.0, 0.0], [0.0, 0.0, 0.0], [0.0, 0.0, 0.0], [0.0, 0.0, 0.0], [0.0, 0.0, 0.0], [-0.1, 0.0, 0.1], [0.0, 0.0, 0.0], [0.0, 0.0, 0.0], [-0.1, 0.1, 0.0], [0.0, 0.0, 0.1], [0.2, -0.1, -0.2], [0.0, 0.0, 0.0], [0.0, 0.0, 0.0], [0.0, 0.0, 0.0], [0.0, 0.0, 0.0]], "multiplicity": 1, "total_charge": -1, "lumo_energy_ev": 2.1211, "homo_energy_ev": -4.725, "e_tot_ha": -3410.34522, "gap_ev": 6.8459}

***

{"formula": "C7H12ClN4O3P", "method": "ωB97M-V/def2-TZVPD", "symbols": ["N", "P", "O", "C", "O", "O", "Cl", "H", "H", "H", "C", "C", "N", "H", "H", "H", "C", "C", "N", "H", "H", "H", "C", "C", "N", "H", "H", "H"], "coordinates": [[1.7367, 1.2121, 1.2539], [1.6818, 2.2734, 0.1031], [0.1386, 2.9657, -0.0693], [-0.7670, 1.9445, -0.2491], [-1.0795, 1.6027, -1.3085], [-1.3076, 1.3135, 0.8524], [-1.8512, 2.5608, 1.8897], [2.0351, 0.3178, 0.8630], [2.0851, 1.6812, -1.1181], [2.5597, 3.3270, 0.4176], [-1.9435, -2.4808, -0.0080], [-0.5752, -1.9558, -0.1269], [0.4821, -1.5467, -0.2189], [-2.0361, -3.4042, -0.5770], [-2.1732, -2.6829, 1.0359], [-2.6537, -1.7514, -0.3940], [1.7247, 4.7932, -3.4635], [2.8077, 4.6729, -2.4745], [3.6526, 4.5847, -1.7153], [2.0942, 4.5181, -4.4498], [0.9023, 4.1317, -3.1926], [1.3630, 5.8195, -3.4906], [-1.0551, -5.8862, 2.8383], [-2.3152, -5.1845, 2.5466], [-3.2890, -4.6404, 2.3210], [-0.2523, -5.1627, 2.9714], [-1.1618, -6.4722, 3.7494], [-0.8034, -6.5509, 2.0138]], "forces_ev_per_angstrom": [[0.2, 0.4, -0.9], [0.6, -1.4, 1.8], [1.2, -0.7, 0.5], [0.3, 0.5, 1.5], [-0.8, -1.2, -2.8], [0.2, 1.6, 0.2], [0.0, -0.5, 0.3], [-0.5, -0.1, 0.3], [-0.4, 0.8, -0.2], [-0.9, 0.5, -0.6], [0.3, 0.2, 0.0], [-1.6, -0.5, 0.1], [1.3, 0.5, -0.1], [0.0, 0.0, 0.0], [0.0, 0.0, 0.0], [0.0, 0.0, 0.0], [0.2, -0.1, 0.2], [-1.1, 0.2, -1.1], [0.7, -0.1, 0.7], [0.0, 0.0, 0.0], [0.0, 0.0, 0.0], [0.0, 0.0, 0.0], [-0.3, 0.2, -0.1], [1.4, -0.8, 0.4], [-1.0, 0.6, -0.3], [0.0, 0.0, 0.0], [0.0, 0.0, 0.0], [0.0, 0.0, 0.0]], "multiplicity": 1, "total_charge": 0, "lumo_energy_ev": -0.4044, "homo_energy_ev": -9.126, "smiles": "N=[PH2]OC(=O)OCl.CC#N.CC#N.CC#N", "e_tot_ha": -1520.10218, "gap_ev": 8.7217}

***

{"formula": "C2H3N3O2", "method": "ωB97M-V/def2-TZVPD", "symbols": ["C", "C", "N", "N", "N", "O", "O", "H", "H", "H"], "coordinates": [[0.9155, -0.7435, 0.0147], [-1.3731, 0.3439, -0.0608], [-0.1133, -1.5739, -0.0148], [-1.3212, -0.9331, 0.0685], [0.6455, 0.5693, -0.0564], [-2.0284, 1.3465, -0.0416], [1.5349, 1.6244, 0.2272], [1.9876, -0.9811, 0.0771], [-1.9553, -1.6054, 0.4679], [1.7077, 1.9528, -0.6818]], "forces_ev_per_angstrom": [[-0.3, 1.7, 0.1], [0.7, 4.4, 1.3], [3.2, -0.9, 0.2], [0.9, -0.5, -0.3], [-3.3, -1.3, -0.2], [0.9, -2.4, -0.4], [-0.4, -1.0, -1.1], [-0.7, -0.8, -0.1], [-1.0, 0.8, -0.2], [0.0, 0.1, 0.8]], "multiplicity": 1, "total_charge": 0, "lumo_energy_ev": 0.3467, "homo_energy_ev": -8.570, "e_tot_ha": -392.61202, "gap_ev": 8.9169}

***

{"formula": "C3H7NO2S", "method": "ωB97M-V/def2-TZVPD", "symbols": ["O", "C", "O", "C", "C", "S", "N", "H", "H", "H", "H", "H", "H", "H"], "coordinates": [[1.8001, 1.1266, 0.8039], [0.6639, 1.2630, 0.3171], [0.3527, 2.4876, -0.3379], [-0.3703, 0.2032, 0.2645], [0.0720, -0.7911, -0.8679], [-1.1263, -2.1574, -1.3237], [-0.2748, -0.6497, 1.5767], [1.1237, 3.1472, -0.0777], [-1.3710, 0.6342, -0.0046], [1.0167, -1.3495, -0.4418], [0.1806, -0.3897, -1.8709], [-2.2353, -1.3625, -0.9093], [-0.5373, -1.5181, 1.1105], [0.7054, -0.6436, 1.7610]], "forces_ev_per_angstrom": [[-3.1, 0.1, -0.9], [3.6, 2.7, -0.1], [1.9, -0.4, 2.0], [-0.2, -1.8, 0.2], [1.1, -1.3, 0.2], [-1.4, 1.6, 1.6], [-2.0, 1.7, -2.6], [-2.1, -2.1, -0.8], [0.8, -0.5, 0.8], [-1.6, 1.3, -1.3], [0.8, 0.7, 0.4], [1.2, -1.2, -0.7], [0.2, -0.5, 1.1], [0.9, -0.3, 0.2]], "multiplicity": 1, "total_charge": 0, "lumo_energy_ev": 0.5918, "homo_energy_ev": -9.598, "smiles": "N[C@H](CS)C(=O)O", "e_tot_ha": -721.90156, "gap_ev": 10.1896}